Below is C24H42AsN5NaO6Si3Te as an isolated structure, with properties calculated with ωB97M-V/def2-TZVPD.

XYZ file:
```
83
Properties=species:S:1:pos:R:3:forces:R:3:mulliken_charge:R:1
C 2.5017 -2.6472 2.7542 0.05 0.12 -0.06 -1.133
Si 3.3512 -1.1798 1.9355 -0.08 -0.04 0.18 0.421
H -4.6052 0.8037 2.3889 0.00 0.01 -0.02 0.332
O -1.6888 -4.1204 0.7167 -0.04 -0.05 0.00 -0.777
H 2.7805 -5.4353 -0.7884 0.01 -0.02 -0.02 0.391
H 5.2005 -4.1812 -2.1719 0.00 -0.03 -0.01 0.369
H -4.7533 3.1114 1.3827 0.00 -0.02 0.00 0.329
C 3.5106 2.2136 -0.6757 0.02 -0.11 -0.05 -1.025
H 3.4662 -4.6606 0.6429 0.03 0.01 0.01 0.228
H -8.1294 -0.8969 -0.6173 -0.01 0.00 0.00 0.385
H -5.1798 6.7067 -0.8856 -0.01 0.01 0.00 0.372
C -2.3080 -2.0351 -0.3786 -0.16 -0.18 0.09 0.681
C -1.1792 1.5949 0.8165 1.91 0.61 0.82 -0.293
H 4.2403 1.2327 -3.6217 0.02 0.02 -0.01 0.416
O -0.1244 -2.7631 -0.1880 0.19 -0.54 0.36 -0.505
C -4.0596 2.9977 -0.6504 0.10 -0.08 -0.09 -0.124
H 5.3145 -2.4471 -2.4791 -0.01 0.03 -0.02 0.265
C -4.6127 3.6473 0.4503 -0.04 -0.05 0.03 0.086
H 3.0630 -3.5705 2.6142 0.03 -0.03 -0.02 0.331
H 3.5451 0.7641 3.5032 0.02 -0.01 0.04 0.420
H 3.7719 2.3536 0.3740 0.02 0.00 0.05 0.279
H -4.1930 5.5772 -2.8540 0.00 0.01 -0.01 0.375
C -4.8673 5.6724 -0.8202 -0.01 0.04 0.00 -0.395
C 5.0239 -3.1932 -1.7381 -0.13 0.05 0.03 -1.093
H 2.4049 -2.4694 3.8279 0.02 0.01 0.03 0.464
C -7.6084 -0.3962 1.4021 -0.01 0.00 0.03 -0.439
H 2.6717 0.4524 -3.3828 -0.05 0.02 0.01 0.215
O -0.9735 2.3205 -1.6834 -0.13 0.25 0.03 -0.702
H 2.2027 -2.2163 -3.4012 0.02 0.02 -0.02 0.272
H 5.6547 -2.1177 1.5397 -0.01 -0.04 -0.03 0.243
C 2.7624 -4.5270 -0.1798 0.06 0.11 -0.05 -1.107
N -0.2601 1.3875 -1.2768 0.17 0.71 -0.37 0.854
H 2.4384 2.3796 -0.7778 -0.05 -0.01 -0.02 0.131
H 2.5185 -3.9529 -3.4964 0.00 -0.03 0.01 0.405
Na -0.4207 -1.0551 -1.4060 1.03 -0.33 -0.42 0.686
H 6.2341 -0.6732 -1.1680 -0.02 -0.02 0.00 0.277
H 6.3708 1.0188 -1.6551 0.02 0.02 -0.01 0.371
C -6.1385 -0.1202 -0.4810 -0.07 0.00 -0.05 -0.653
C -1.3080 -3.1268 0.1109 -0.26 0.05 -0.01 0.467
H -1.4106 3.4102 0.0064 0.05 0.03 -0.05 0.292
H 5.6813 -3.0840 -0.8746 0.01 0.00 0.05 0.258
H 4.0323 2.9792 -1.2552 0.02 0.02 -0.02 0.401
O -2.8208 -1.2770 0.5026 -0.26 -0.16 0.03 -0.831
C 5.2179 -1.3559 2.1861 -0.13 0.05 -0.04 -1.172
H 4.1356 -0.5278 -3.5526 0.00 -0.04 0.00 0.266
H -1.8466 3.3223 1.6158 0.04 -0.01 0.03 0.265
H -1.4752 -0.9623 1.6978 0.00 0.04 0.08 0.362
H 1.1329 -3.3563 -2.5680 -0.03 -0.01 0.03 0.256
H 6.1355 0.6055 0.0428 -0.03 0.00 0.01 0.306
C -6.6133 0.0836 2.2418 0.02 0.00 0.00 -0.738
C -7.3654 -0.5042 0.0419 -0.04 -0.02 -0.01 -0.574
As 2.5355 -1.0377 -0.2566 0.46 -0.06 0.08 0.515
Te -3.3357 0.9649 -0.5670 -0.97 0.10 -0.21 0.731
C 2.1707 -3.1519 -2.8391 0.07 0.04 0.09 -1.124
H 1.7564 -4.4027 0.2221 -0.06 0.02 -0.01 0.229
C -4.3148 5.0385 -1.9225 0.02 0.04 -0.01 -0.689
H -6.7861 0.1499 3.3088 0.00 0.00 0.00 0.392
H 1.8646 0.2363 3.3562 -0.04 -0.04 -0.01 0.436
O 0.4545 0.7534 -2.0800 0.22 0.64 -0.15 -0.803
Si 3.9958 0.4928 -1.2721 0.06 0.10 -0.04 0.433
O -2.3752 -1.7964 -1.6070 -0.63 -0.39 -0.03 -0.788
C -5.3862 0.4649 1.7181 0.05 -0.03 0.05 -0.073
H 1.5024 -2.8043 2.3442 -0.04 0.01 -0.02 0.174
H 5.7409 -0.4172 2.0012 0.00 0.02 -0.02 0.313
N -0.7854 -0.3772 2.1828 0.13 -0.11 0.18 -0.730
C -3.9116 3.7126 -1.8353 0.07 0.01 -0.01 -0.148
H -5.9495 -0.2228 -1.5424 0.00 0.02 0.00 0.357
C 2.7878 0.4097 2.8000 0.05 -0.08 -0.06 -1.293
H -5.4473 5.4584 1.2353 -0.01 0.01 0.01 0.389
C 5.8582 0.3313 -0.9757 -0.12 0.01 0.00 -1.177
H 5.4059 -1.6438 3.2241 0.00 -0.01 0.03 0.396
C 3.7314 0.3963 -3.1355 0.01 0.00 0.12 -1.006
N -1.1667 0.9735 2.0448 -0.51 -0.27 -0.23 -0.126
N -0.2612 0.9853 -0.0345 -0.67 -0.24 -0.24 0.340
H 2.5859 1.2126 2.0905 0.02 0.03 -0.04 0.246
H 0.0917 -0.4869 1.6817 0.02 -0.01 0.09 0.259
N -1.2151 2.9823 0.9020 -0.65 -0.24 -0.22 -0.456
C -5.0154 4.9722 0.3691 -0.02 0.03 0.00 -0.743
H -8.5649 -0.6979 1.8100 0.00 0.00 0.00 0.359
H -3.4631 3.2323 -2.6968 -0.01 -0.01 -0.02 0.346
H -1.9740 1.1682 2.6156 0.14 0.17 0.16 0.318
C -5.1478 0.3792 0.3523 0.16 0.03 0.06 0.511
Si 3.1966 -3.0582 -1.2612 -0.06 -0.18 -0.09 0.507
```
Positions in Å, forces in eV/Å.

Computed properties:
- HOMO level: -0.1843 hartree
- Multiplicity: 1
- Total energy: -5199.62717 a.u.
- Total charge: -1

Below is a 3-piece molecular cluster, C24H42BN3O3 overall, with properties calculated with ωB97M-V/def2-TZVPD.

XYZ file:
```
73
Properties=species:S:1:pos:R:3:forces:R:3:mulliken_charge:R:1
C 4.3931 2.2238 -1.8352 -0.15 0.34 0.03 -0.356
C -0.1584 2.4406 1.4295 0.43 1.06 0.10 -0.797
H 0.8895 1.9086 1.4024 -2.21 1.00 -0.03 0.120
H -5.7111 -1.8970 3.6697 0.02 0.10 -0.06 0.293
H 6.3956 3.5363 0.9736 -0.08 -0.14 0.00 0.283
C 2.8905 2.2394 -1.5627 0.03 0.00 0.06 -0.844
N 5.0358 3.5340 -1.6940 0.19 0.13 -0.20 0.095
O 3.7416 -2.6299 -0.1725 -4.16 4.92 -5.31 -0.557
C 7.4499 2.6993 -1.5510 0.34 -0.03 0.09 -0.934
N -1.1430 1.7673 2.4076 0.33 -0.66 -2.23 -0.092
N -4.8778 -2.4935 1.0044 0.14 0.13 -0.32 0.434
H -6.9074 -3.9461 -0.2597 0.10 -0.01 0.00 0.269
H -1.4210 -0.2378 4.1581 -0.91 -0.68 -1.81 0.282
B -1.1838 0.2642 2.2020 -0.64 -0.73 0.96 0.447
H 5.3373 5.1957 -0.4420 0.05 -0.22 -0.24 0.370
C -5.9729 -1.2090 2.8609 0.01 -0.08 0.04 -1.214
H -3.9728 -3.1800 -0.7645 -0.02 0.02 0.26 0.335
H 4.8505 -1.1123 -2.6541 -2.80 -0.96 0.46 0.316
C 3.0684 -1.8771 -1.0480 2.01 -2.40 2.52 0.287
H 4.5224 1.8773 -2.8684 0.23 0.18 0.09 0.439
H -3.2223 -3.7231 1.4131 -0.23 0.18 -0.16 0.388
C 1.5027 -1.3442 -0.7980 -3.08 1.04 0.43 0.291
H 4.8678 3.9571 1.7302 0.05 -0.06 -0.11 0.368
C 2.7679 -1.4501 -3.7179 2.06 0.14 3.42 -0.278
H -5.9175 -4.4306 2.7105 0.07 0.01 -0.06 0.245
C 1.1532 -1.8572 -3.5581 -2.34 -2.07 -2.21 0.142
H 7.7623 3.1172 -0.5915 -0.06 -0.14 -0.05 0.229
O -1.6936 -0.6602 3.2767 2.31 3.21 -1.24 -0.590
C 4.8517 4.2117 -0.4095 -0.33 0.00 -0.11 -0.687
C -1.6637 -0.3589 -0.5978 3.91 -1.10 -0.09 -0.266
H -4.3658 -5.0793 3.2369 -0.07 0.07 -0.11 0.407
C 0.4720 -1.3556 -2.1153 -0.73 0.75 1.68 0.478
H 8.3460 2.6461 -2.1795 -0.11 0.01 0.05 0.396
H -6.0676 -4.1436 -1.7961 0.02 0.02 0.11 0.421
H -0.6294 2.5514 0.3473 1.18 -0.54 2.03 0.304
H 2.4635 1.2554 -1.7869 0.07 0.13 0.05 0.115
H 7.1041 1.6742 -1.3934 0.00 0.10 0.02 0.232
C -1.1007 -0.8877 -2.0594 2.65 0.08 3.59 -0.704
H -2.2762 3.4008 1.5380 -0.84 -2.12 1.15 0.308
C -6.1284 -1.9322 1.5248 0.29 0.03 0.08 -0.443
H -6.9196 -0.7299 3.1347 0.11 -0.10 -0.07 0.434
C -4.9730 -2.9256 -0.3922 0.02 0.24 0.02 -0.670
H 6.3553 3.2829 -3.2877 -0.19 -0.04 0.09 0.387
C -5.9209 -4.0779 -0.7121 -0.07 -0.28 -0.21 -1.182
C 0.9288 -0.8205 0.6516 -2.16 -0.34 -4.05 -0.514
C 5.3132 3.4817 0.8480 0.09 0.05 0.37 -0.936
H 2.3815 2.9762 -2.1918 0.11 -0.02 0.09 0.342
H -5.2078 -0.4287 2.8022 0.00 -0.15 -0.01 0.154
H 3.1916 -1.1266 -4.7700 -1.14 -0.96 2.28 0.309
C -2.5028 2.3378 2.0006 0.01 0.35 0.36 -0.710
H -4.9376 -5.4246 1.6128 -0.13 0.05 0.07 0.291
C -4.1582 -3.4079 1.8926 0.10 0.28 0.27 -0.579
H 5.0106 2.4309 0.8607 0.03 0.07 -0.05 0.213
H -5.2807 -2.0617 -0.9944 -0.05 0.06 0.19 0.431
H -5.5114 -5.0380 -0.3908 -0.12 0.09 0.02 0.251
H 2.6677 2.4590 -0.5147 -0.02 0.01 -0.08 0.078
H 6.7573 4.6090 -2.2418 -0.21 -0.06 0.14 0.353
H -3.8285 -2.8435 2.7723 -0.11 0.08 -0.13 0.230
H -2.9610 1.6689 1.1526 0.38 1.39 1.59 0.165
C -4.8984 -4.6497 2.3799 0.03 -0.35 0.14 -1.186
H -6.5078 -1.1926 0.8084 0.16 -0.24 -0.14 0.427
H -3.1550 2.4091 2.9720 0.92 -0.13 -2.21 0.220
C -0.6615 -0.3089 0.7157 1.30 -1.98 -3.08 0.684
C 6.3986 3.5723 -2.2303 -0.17 -0.01 -0.21 -0.653
H 3.7871 4.4449 -0.2940 0.04 -0.13 -0.12 0.354
H 4.8624 1.4712 -1.1921 0.02 -0.21 0.09 0.197
H 0.0037 3.5475 1.8198 -0.26 -2.25 -0.73 0.359
H -6.9054 -2.6982 1.6244 -0.17 -0.04 0.05 0.267
H -2.7858 0.0005 -0.4353 2.72 -0.99 -0.56 -0.018
O 0.4552 -2.5296 -4.4806 4.44 4.39 5.55 -0.552
C 3.7084 -1.4268 -2.5264 -3.55 -0.36 -2.62 -0.280
H 1.6347 -0.7750 1.6026 -1.70 -0.17 -2.29 0.289
H -1.7934 -0.9208 -3.0268 1.83 0.02 2.39 0.317
```
Positions in Å, forces in eV/Å.

Computed properties:
- HOMO level: -0.2979 hartree
- Multiplicity: 1
- Total energy: -1354.05596 a.u.
- SMILES: CN(C)B(O)c1ccc2c(c1)C(=O)C=CC2=O.CCN(CC)CC.CCN(CC)CC

Below is a 9-piece molecular cluster, C24H42Cl6F2O18 overall, with properties calculated with ωB97M-V/def2-TZVPD.

XYZ file:
```
92
Properties=species:S:1:pos:R:3:forces:R:3:mulliken_charge:R:1
H -12.8528 0.9525 18.1218 -0.04 -0.25 -0.19 0.320
H -9.7413 -3.3398 17.5541 0.34 0.31 0.48 0.300
H -15.1868 5.6631 24.9129 0.35 -0.31 0.26 0.382
H -7.9817 8.4862 19.6727 -0.09 0.37 -0.99 0.303
H -8.8352 3.7313 23.8212 0.16 -0.09 -0.29 0.285
H -3.2086 0.6260 16.8122 -0.45 0.44 -0.31 0.306
C -2.5129 1.4654 16.8709 -0.69 -0.45 0.11 -0.655
H -7.1931 7.0063 19.0806 0.19 -0.14 0.28 0.179
H -12.4655 4.4301 24.0204 -0.12 0.18 -0.12 -0.612
H -8.4828 -4.2769 16.8023 0.24 0.12 0.06 0.238
C -8.4284 2.3223 21.1309 -1.48 0.05 1.03 0.329
O -8.0474 -2.2828 16.8207 -1.29 -0.27 1.16 -0.345
H -6.3260 3.5745 18.9838 -0.10 0.12 0.42 0.032
Cl -10.5456 1.5982 27.3947 0.05 0.12 -0.03 -0.207
F -12.7859 -0.8443 18.9858 -0.13 -0.09 0.33 -0.282
C -3.1548 4.9714 27.6368 0.00 -0.41 0.60 -0.667
H -13.9771 3.5223 24.2674 0.24 -0.07 0.21 0.348
C -8.1432 7.4678 19.3227 0.45 -0.27 0.74 -0.082
H -2.4025 1.9891 15.9118 -0.04 -0.26 0.35 0.273
C -8.0938 1.1866 16.7703 -0.22 1.57 0.47 -0.457
O -9.0524 2.2775 22.3362 0.09 0.13 0.38 -0.317
O -13.4350 2.8320 21.3933 -0.31 0.57 0.38 -0.448
H -10.4556 1.0577 18.8484 -0.36 -0.14 0.42 -0.274
H -11.0516 4.5243 16.6098 0.40 -0.13 0.13 0.185
O -4.6752 6.1742 24.7786 -0.03 0.82 -1.43 -0.298
H -11.9818 8.4276 24.4111 0.25 -0.57 0.46 0.361
O -8.2305 1.3614 20.4703 0.59 0.23 -0.25 -0.504
O -8.9971 7.3876 18.2127 -0.57 1.14 -0.61 -0.397
H -8.5863 7.0500 20.2190 -0.13 -0.83 -0.01 -0.135
H -5.6280 4.8048 20.0999 0.41 -0.26 -0.10 0.254
C -6.0006 6.1027 25.1696 -1.76 -0.67 0.66 -0.618
H -12.4206 0.8028 25.3250 -0.07 0.18 0.16 0.289
C -9.2470 6.1864 17.6542 0.00 1.86 1.83 0.686
O -4.1333 5.5454 26.7874 0.11 -0.06 0.18 -0.316
O -7.8276 -0.1699 16.6682 1.24 -1.48 -0.80 -0.359
O -11.6133 2.2413 20.1600 -1.22 -1.09 0.34 -0.095
C -9.8005 8.6933 24.3914 0.80 -0.25 0.28 -0.470
O -9.3209 -0.8429 18.1595 0.04 -1.41 -0.06 -0.515
C -10.3792 1.4662 25.6065 0.39 0.16 0.80 0.176
H -1.6124 0.9570 17.1862 0.55 0.64 0.17 0.258
H -9.3755 1.1023 25.4390 0.18 -0.12 -0.17 0.358
C -10.5132 5.2243 15.9714 -0.20 0.00 -0.14 -0.539
C -8.6543 -3.4365 17.4764 0.52 -0.07 -0.82 -0.658
H -3.5962 4.9070 28.6211 -0.13 0.43 0.27 0.236
C -13.4120 4.4118 24.5483 -0.18 -0.73 1.11 0.520
H -9.6290 4.7905 15.4984 -0.10 -0.11 0.34 0.286
F -7.5749 5.2251 22.2552 -0.29 -0.62 -0.10 -0.302
Cl -12.9637 4.2910 26.3440 -0.26 0.00 -1.02 -0.222
Cl -11.2496 0.3147 23.3486 -0.13 -0.05 0.24 -0.096
O -2.9163 2.3900 17.9026 1.42 -0.52 -0.26 -0.354
H -9.8689 9.5837 25.0152 -0.23 -0.08 -0.03 0.415
O -4.2822 3.6285 19.0035 0.34 -0.28 -0.76 -0.340
H -2.9708 3.9329 27.3771 0.32 0.01 -0.48 0.301
Cl -11.0966 6.6819 23.0070 -0.08 0.55 0.26 -0.043
C -12.6277 0.4818 19.0793 0.80 1.14 0.00 0.279
C -8.4863 -1.1225 17.3316 0.20 2.18 -0.74 0.796
C -11.1042 8.3221 23.7769 -1.10 0.11 -0.94 -0.650
Cl -14.7595 5.6603 22.6679 -0.24 0.16 -1.14 -0.161
O -2.5870 5.6860 25.1293 0.89 -0.04 0.31 -0.559
Cl -9.1268 7.3816 25.4292 -0.26 0.39 -0.03 -0.163
H -10.4492 2.4794 25.1933 -0.41 -0.42 0.05 -0.210
H -6.2972 6.7542 25.9916 0.36 0.39 -0.19 0.360
H -9.3222 5.3266 21.4245 -0.24 -0.44 -0.74 -0.003
H -5.6995 5.0156 18.3102 0.40 0.15 0.17 0.234
H -9.0727 1.4200 16.3417 -0.09 0.01 0.29 0.336
C -9.3098 3.5829 22.8445 0.41 0.81 -0.47 0.230
H -11.2115 5.4888 15.1789 0.15 0.55 0.15 0.266
H -2.2488 5.5682 27.6412 0.10 -0.12 0.00 0.293
C -5.5340 4.3109 19.1328 -0.89 -0.78 -1.00 -0.245
C -12.9412 2.1102 20.6054 1.48 -0.30 -0.42 0.433
H -6.2887 5.1087 25.5071 0.29 -0.35 0.07 0.336
H -8.0915 -3.5886 18.3973 -0.59 -0.12 0.18 0.292
H -11.3493 8.9984 22.9526 0.40 0.01 0.00 0.358
H -7.9599 1.6038 17.7774 -0.46 -0.46 0.02 0.064
C -11.2312 0.9341 19.6140 -1.53 0.29 -0.14 0.284
H -10.9415 0.2615 20.4281 0.28 0.15 -0.21 0.152
O -10.1528 6.4086 16.7247 -0.33 -0.95 -1.18 -0.357
O -13.5655 1.0542 20.0291 1.24 -0.24 -0.37 -0.353
H -9.0661 8.8895 23.6163 0.13 -0.12 -0.01 0.217
C -3.6944 5.8027 25.5508 -0.10 -0.49 0.21 0.724
O -8.7731 5.1837 18.0822 0.26 -1.47 -0.49 -0.347
H -6.6114 6.2683 24.2949 0.05 0.45 -0.20 0.191
H -13.6754 6.5150 24.5474 -0.09 0.12 0.00 0.016
C -14.2626 5.6247 24.3352 0.24 0.60 0.63 -0.221
C -4.1754 2.7284 17.9714 -1.56 0.72 0.79 0.730
O -8.2254 3.6103 20.7955 0.14 1.12 -0.72 0.108
H -10.3809 3.7896 22.9755 0.17 -0.41 -0.37 -0.520
H -7.3405 1.7268 16.1989 0.03 -0.38 -0.25 0.283
O -5.0850 2.3096 17.2886 0.59 0.47 0.36 -0.528
H -11.2867 -0.5389 25.5425 0.23 0.53 0.09 0.370
C -11.4033 0.4790 25.1491 -0.41 -0.47 -1.03 -0.632
C -8.6787 4.5219 21.7575 0.48 -0.73 1.41 0.584
```
Positions in Å, forces in eV/Å.

Computed properties:
- HOMO level: -0.3902 hartree
- Multiplicity: 1
- Total energy: -5254.91741 a.u.
- SMILES: O=C1OC[C@@H](F)O1.O=C1OC[C@@H](F)O1.COC(=O)OC.COC(=O)OC.COC(=O)OC.COC(=O)OC.ClCCCl.ClCCCl.ClCCCl